# 1
{"formula": "C22H25N5O5S2", "method": "the ωB97M-V functional and the def2-TZVPD basis", "homo_lumo_gap_ha": 0.3054, "lumo_ev": 0.3, "energy_ha": -2299.738816, "charge": 0, "fmax_ev_per_a": 1.16, "de_lowest_kj_mol": 0.0, "species": ["C", "C", "O", "C", "O", "N", "C", "C", "N", "S", "O", "O", "C", "C", "C", "C", "C", "O", "N", "N", "C", "N", "C", "C", "C", "C", "C", "C", "C", "S", "C", "C", "C", "C", "H", "H", "H", "H", "H", "H", "H", "H", "H", "H", "H", "H", "H", "H", "H", "H", "H", "H", "H", "H", "H", "H", "H", "H", "H"], "coordinates": [[-0.70, 0.20, 3.09], [-0.79, -0.89, 2.03], [0.50, -1.24, 1.52], [0.81, -0.83, 0.27], [0.14, -0.06, -0.38], [1.95, -1.39, -0.19], [2.79, -2.29, 0.56], [4.22, -1.72, 0.67], [4.59, -1.00, -0.53], [5.12, 0.58, -0.40], [5.78, 0.88, -1.63], [5.84, 0.65, 0.84], [3.64, 1.57, -0.28], [3.12, 2.16, -1.42], [1.89, 2.80, -1.36], [1.19, 2.83, -0.16], [-0.20, 3.37, -0.11], [-0.54, 4.52, -0.32], [-1.06, 2.40, 0.28], [-2.43, 2.70, 0.35], [-3.33, 1.75, 0.00], [-3.06, 0.50, -0.13], [-4.18, -0.23, -0.41], [-4.21, -1.60, -0.66], [-2.94, -2.40, -0.63], [-5.44, -2.18, -0.92], [-6.61, -1.44, -0.95], [-6.59, -0.08, -0.73], [-5.38, 0.52, -0.47], [-5.04, 2.21, -0.17], [1.76, 2.30, 0.99], [2.99, 1.67, 0.93], [3.87, -1.36, -1.72], [2.35, -1.15, -1.57], [-1.68, 0.33, 3.55], [0.02, -0.07, 3.86], [-0.40, 1.15, 2.64], [-1.17, -1.81, 2.48], [-1.44, -0.58, 1.21], [2.37, -2.44, 1.55], [2.82, -3.26, 0.04], [4.93, -2.54, 0.83], [4.31, -1.02, 1.50], [3.68, 2.10, -2.34], [1.46, 3.26, -2.24], [-0.84, 1.41, 0.13], [-2.61, 3.67, 0.14], [-2.99, -3.22, -1.35], [-2.10, -1.76, -0.88], [-2.78, -2.82, 0.36], [-5.48, -3.25, -1.12], [-7.55, -1.93, -1.16], [-7.50, 0.51, -0.76], [1.24, 2.38, 1.94], [3.45, 1.25, 1.81], [4.08, -2.41, -1.96], [4.26, -0.74, -2.53], [2.05, -0.13, -1.82], [1.81, -1.83, -2.23]], "nbo_charge": [-0.634, -0.084, -0.529, 0.924, -0.692, -0.449, -0.235, -0.226, -0.674, 2.335, -0.935, -0.934, -0.331, -0.202, -0.169, -0.102, 0.643, -0.615, -0.477, -0.437, 0.291, -0.537, 0.118, -0.018, -0.636, -0.202, -0.215, -0.228, -0.199, 0.323, -0.141, -0.208, -0.248, -0.233, 0.223, 0.211, 0.209, 0.184, 0.231, 0.251, 0.189, 0.203, 0.227, 0.247, 0.233, 0.465, 0.426, 0.217, 0.238, 0.216, 0.208, 0.215, 0.219, 0.220, 0.238, 0.203, 0.250, 0.237, 0.199]}


# 2
{"formula": "C22H25N5O7P2RuS", "method": "the ωB97M-V functional and the def2-TZVPD basis", "homo_lumo_gap_ha": [0.2550, 0.2444], "lumo_ev": [2.4, 1.9], "energy_ha": -2830.005801, "charge": -1, "fmax_ev_per_a": 0.58, "de_lowest_kj_mol": 0.0, "multiplicity": 2, "species": ["Ru", "C", "C", "N", "C", "S", "N", "N", "C", "C", "C", "C", "C", "C", "C", "N", "H", "H", "H", "H", "H", "H", "H", "H", "H", "H", "H", "H", "H", "O", "P", "O", "O", "O", "P", "O", "O", "O", "H", "H", "C", "C", "C", "C", "C", "C", "N", "C", "C", "C", "C", "C", "C", "H", "H", "H", "H", "H", "H", "H", "H", "H", "H"], "coordinates": [[0.96, -0.51, -0.62], [-2.48, -0.89, -4.67], [-1.54, 0.20, -5.17], [-0.17, 0.05, -4.68], [0.13, 0.25, -3.37], [1.69, -0.31, -2.81], [-0.74, 0.88, -2.64], [-0.35, 1.07, -1.33], [-1.14, 1.84, -0.67], [-2.45, 2.29, -1.27], [-0.74, 2.44, 0.62], [-1.65, 2.60, 1.66], [-1.25, 3.25, 2.81], [0.05, 3.72, 2.90], [0.89, 3.51, 1.82], [0.51, 2.90, 0.70], [-3.48, -0.75, -5.08], [-2.54, -0.88, -3.58], [-2.12, -1.88, -4.96], [-1.89, 1.18, -4.85], [-1.49, 0.20, -6.26], [0.38, -0.68, -5.11], [-2.93, 1.45, -1.77], [-2.27, 3.05, -2.03], [-3.10, 2.70, -0.51], [-2.65, 2.19, 1.59], [-1.94, 3.37, 3.64], [0.41, 4.23, 3.78], [1.92, 3.85, 1.85], [-0.24, -3.03, -3.17], [-0.80, -3.01, -1.66], [-2.13, -3.61, -1.60], [-0.68, -1.59, -1.11], [0.30, -3.91, -0.88], [1.86, -3.62, -0.63], [2.34, -3.63, -2.19], [2.52, -4.68, 0.14], [2.00, -2.19, -0.11], [0.73, -2.91, -3.18], [3.30, -3.64, -2.24], [4.74, -0.04, 1.80], [4.08, 0.55, 0.74], [2.69, 0.57, 0.72], [1.93, -0.09, 1.71], [2.61, -0.69, 2.79], [3.99, -0.65, 2.82], [0.61, -0.24, 1.37], [-0.44, -0.36, 2.25], [-1.68, -0.82, 1.79], [-2.77, -0.87, 2.64], [-2.67, -0.47, 3.97], [-1.44, -0.02, 4.43], [-0.34, 0.04, 3.59], [5.82, -0.05, 1.85], [4.64, 1.02, -0.06], [2.15, 1.19, -0.01], [2.06, -1.24, 3.53], [4.51, -1.14, 3.64], [-1.76, -1.14, 0.76], [-3.71, -1.24, 2.25], [-3.52, -0.52, 4.63], [-1.33, 0.30, 5.46], [0.60, 0.43, 3.97]], "nbo_charge": [0.882, -0.626, -0.214, -0.598, 0.329, -0.152, -0.456, -0.192, 0.279, -0.669, 0.163, -0.225, -0.164, -0.263, 0.041, -0.415, 0.196, 0.237, 0.218, 0.207, 0.184, 0.396, 0.252, 0.236, 0.210, 0.229, 0.216, 0.213, 0.192, -1.028, 2.576, -1.113, -1.063, -1.100, 2.566, -1.030, -1.118, -1.079, 0.520, 0.503, -0.265, -0.148, -0.359, 0.292, -0.267, -0.174, -0.609, 0.257, -0.277, -0.189, -0.281, -0.209, -0.296, 0.204, 0.209, 0.273, 0.222, 0.205, 0.258, 0.208, 0.200, 0.199, 0.211]}


# 3
{"formula": "C22H25NO5S4Sb2V", "method": "the ωB97M-V functional and the def2-TZVPD basis", "homo_lumo_gap_ha": [0.1765, 0.1815], "lumo_ev": [-1.3, -1.4], "energy_ha": -4301.564804, "charge": 0, "fmax_ev_per_a": 4.97, "de_lowest_kj_mol": 87.2, "multiplicity": 4, "species": ["V", "O", "C", "O", "C", "C", "C", "C", "C", "N", "C", "O", "O", "H", "H", "H", "H", "H", "C", "Sb", "C", "C", "C", "C", "C", "C", "C", "C", "C", "Sb", "C", "C", "H", "H", "H", "H", "H", "H", "H", "H", "H", "H", "H", "H", "H", "H", "H", "H", "H", "H", "H", "H", "O", "C", "S", "C", "C", "S", "S", "S"], "coordinates": [[-1.22, 0.27, -0.94], [-2.43, -2.63, -3.49], [-1.99, -1.54, -2.90], [-1.93, -1.47, -1.66], [-1.54, -0.40, -3.66], [-1.53, -0.17, -5.01], [-1.09, 1.08, -5.47], [-0.67, 2.05, -4.59], [-0.67, 1.76, -3.22], [-1.12, 0.54, -2.78], [-0.12, 2.48, -2.12], [0.38, 3.71, -2.22], [-0.03, 1.89, -1.01], [-2.78, -3.23, -2.81], [-1.88, -0.94, -5.69], [-1.08, 1.29, -6.53], [-0.33, 3.01, -4.95], [0.18, 4.09, -3.08], [1.75, -2.69, -2.33], [1.06, -1.22, -0.90], [0.54, -2.68, 0.59], [3.00, -0.57, -0.12], [3.18, -0.98, 1.31], [3.77, -2.22, 1.57], [3.90, -2.70, 2.86], [3.44, -1.93, 3.92], [2.88, -0.69, 3.68], [2.74, -0.19, 2.38], [2.10, 1.14, 2.19], [-0.05, 0.90, 1.72], [-0.66, 2.96, 1.88], [-0.66, 0.37, 3.72], [2.32, -3.46, -1.81], [2.38, -2.21, -3.08], [0.89, -3.15, -2.83], [1.36, -3.38, 0.74], [-0.35, -3.20, 0.25], [0.32, -2.17, 1.53], [3.05, 0.51, -0.25], [3.74, -1.04, -0.76], [4.12, -2.82, 0.74], [4.36, -3.67, 3.04], [3.52, -2.30, 4.94], [2.54, -0.08, 4.50], [2.53, 1.72, 1.37], [2.14, 1.73, 3.11], [-0.44, 3.33, 2.87], [-1.73, 3.01, 1.68], [-0.13, 3.54, 1.12], [-0.15, 1.03, 4.42], [-0.39, -0.67, 3.94], [-1.74, 0.49, 3.79], [-6.58, 2.49, 3.00], [-5.70, 2.06, 2.31], [-5.15, 2.85, 0.82], [-3.92, 1.67, 0.40], [-3.76, 0.63, 1.24], [-2.61, -0.62, 0.95], [-4.79, 0.58, 2.66], [-2.97, 1.87, -1.02]], "nbo_charge": [0.605, -0.626, 0.776, -0.593, 0.034, -0.174, -0.230, -0.135, -0.029, -0.523, 0.734, -0.632, -0.663, 0.516, 0.239, 0.229, 0.217, 0.490, -0.983, 1.165, -0.968, -0.717, -0.050, -0.204, -0.223, -0.211, -0.202, -0.043, -0.762, 1.262, -0.975, -0.988, 0.231, 0.228, 0.224, 0.235, 0.234, 0.237, 0.235, 0.235, 0.203, 0.214, 0.215, 0.209, 0.227, 0.231, 0.223, 0.246, 0.237, 0.219, 0.232, 0.245, -0.569, 0.197, 0.328, -0.403, -0.422, -0.166, 0.319, -0.175]}